ORCA calculation (wB97M-V/def2-TZVPD) on C6H10 in the gas phase.

```
16
Properties=species:S:1:pos:R:3:forces:R:3:nbo_charge:R:1
C 3.034 0.632 -0.314 0.04 0.03 -0.03 -0.679
C 1.665 0.190 -0.041 -0.50 -0.14 0.09 -0.006
C 0.530 -0.164 0.166 0.47 0.12 -0.11 -0.027
C -0.868 -0.589 0.353 0.02 -0.01 0.01 -0.284
C -1.497 -0.946 -1.002 -0.02 -0.02 -0.05 -0.587
C -1.682 0.493 1.074 -0.05 0.05 0.05 -0.588
H 3.383 1.330 0.453 -0.05 -0.11 -0.08 0.232
H 3.728 -0.215 -0.347 -0.13 0.11 0.03 0.232
H 3.081 1.143 -1.280 0.01 -0.06 0.12 0.232
H -0.868 -1.492 0.980 0.04 0.14 -0.10 0.219
H -1.572 -0.051 -1.631 0.01 -0.16 0.10 0.207
H -2.503 -1.359 -0.860 0.15 0.09 -0.02 0.205
H -0.889 -1.685 -1.533 -0.11 0.11 0.09 0.216
H -1.719 1.410 0.475 0.03 -0.15 0.07 0.208
H -2.710 0.152 1.242 0.15 0.03 -0.04 0.205
H -1.240 0.740 2.044 -0.05 -0.04 -0.13 0.215
```
Forces are in eV/Å.

The calculation puts the HOMO energy at -9.37 eV. The energy relative to the best compared isomer or geometry (same formula, charge and spin) is 113.47 kJ/mol. Its structure (SMILES) is CC#CC(C)C. Its total charge is 0.

=====

ORCA calculation (wB97M-V/def2-TZVPD) on C41H68N4O3Pb as an isolated structure.

```
117
Properties=species:S:1:pos:R:3:forces:R:3:mulliken_charge:R:1
Pb -0.612 -0.064 -1.530 0.48 0.12 -0.04 2.339
C 1.410 -1.608 -3.946 -0.08 -0.02 0.07 -1.165
N 1.526 -0.486 -3.011 0.29 -0.04 -0.03 0.855
C 1.797 0.748 -3.756 -0.09 -0.01 0.00 -1.088
C 2.597 -0.688 -2.025 -0.12 -0.17 0.14 -0.853
C 2.346 -1.850 -1.072 0.03 0.19 -0.15 -1.465
N 1.098 -1.730 -0.280 -0.02 0.01 0.06 0.913
C 0.482 -3.079 -0.200 -0.11 0.07 -0.12 -1.686
C -0.731 -3.272 0.674 0.09 -0.11 -0.15 0.098
C -0.699 -4.224 1.653 0.11 0.05 -0.06 -0.162
C -1.868 -4.662 2.309 0.00 -0.01 -0.08 -0.871
C -3.096 -4.091 1.916 -0.09 0.05 -0.04 -0.166
C -3.210 -3.111 0.968 -0.06 0.13 0.11 -0.524
C -1.984 -2.637 0.326 -0.21 -0.07 0.27 0.798
O -2.017 -1.695 -0.516 0.01 -0.28 0.02 -0.935
C -4.558 -2.497 0.609 -0.01 0.17 -0.16 2.264
C -4.856 -2.747 -0.883 0.02 -0.07 0.14 -1.474
C -4.533 -0.982 0.908 0.06 -0.15 0.02 -1.462
C -5.702 -3.101 1.426 0.10 0.01 -0.02 -2.246
C -1.843 -5.721 3.383 -0.11 -0.14 0.37 1.959
C -2.309 -5.064 4.702 0.07 0.01 -0.14 -1.512
C -2.826 -6.855 3.035 0.06 0.10 -0.13 -1.615
C -0.457 -6.326 3.607 -0.04 0.08 -0.10 -2.104
C 1.373 -1.267 1.096 -0.16 0.06 -0.02 -1.644
C 2.038 0.075 1.225 0.02 -0.13 0.01 0.061
C 3.301 0.180 1.717 -0.10 -0.21 -0.05 -0.313
C 3.877 1.435 2.028 -0.06 0.32 -0.02 -0.631
C 3.089 2.574 1.831 0.00 -0.08 -0.01 -0.268
C 1.806 2.559 1.323 -0.04 0.10 -0.07 -0.545
C 1.246 1.263 0.952 0.10 0.13 0.17 1.522
O 0.099 1.136 0.430 0.17 0.03 0.03 -1.247
C 1.106 3.913 1.178 -0.06 0.08 0.06 2.068
C 1.932 4.771 0.200 -0.02 -0.10 0.06 -1.648
C -0.339 3.862 0.677 0.08 -0.12 0.07 -2.095
C 1.074 4.593 2.562 0.04 -0.07 -0.09 -1.710
C 5.270 1.515 2.603 0.30 -0.12 0.13 1.894
C 5.749 2.949 2.842 -0.09 -0.09 -0.05 -2.025
C 6.260 0.826 1.644 -0.15 0.07 -0.02 -1.596
C 5.287 0.766 3.952 -0.10 0.05 -0.08 -1.596
H 2.345 -1.770 -4.496 0.01 -0.02 0.02 0.330
H 0.621 -1.402 -4.669 0.00 0.03 0.00 0.335
H 1.150 -2.524 -3.417 0.01 -0.03 -0.04 0.299
H 2.729 0.675 -4.328 0.01 0.02 0.02 0.373
H 1.879 1.578 -3.054 0.00 0.06 -0.03 0.236
H 0.980 0.951 -4.446 -0.02 0.05 0.00 0.188
H 2.690 0.233 -1.444 0.09 0.03 -0.07 0.232
H 3.551 -0.875 -2.538 0.05 0.11 0.05 0.454
H 3.211 -1.911 -0.403 -0.02 -0.13 -0.01 0.240
H 2.313 -2.777 -1.643 0.03 -0.04 0.07 0.787
H 1.242 -3.798 0.129 -0.01 0.00 -0.05 0.575
H 0.185 -3.345 -1.220 0.09 -0.08 0.00 0.488
H 0.247 -4.688 1.900 0.00 -0.02 -0.02 0.588
H -3.996 -4.450 2.391 0.05 0.01 0.05 0.609
H -4.037 -2.426 -1.520 0.01 0.04 -0.04 0.132
H -5.757 -2.205 -1.173 -0.02 -0.01 0.00 0.440
H -5.030 -3.810 -1.055 -0.01 0.00 -0.04 0.362
H -3.869 -0.451 0.232 0.02 0.05 -0.03 0.103
H -4.201 -0.801 1.932 -0.04 0.04 0.02 0.352
H -5.539 -0.577 0.801 -0.01 0.01 -0.01 0.495
H -5.796 -4.175 1.261 -0.02 -0.01 0.03 0.449
H -6.639 -2.638 1.117 -0.01 0.00 -0.01 0.443
H -5.576 -2.908 2.493 -0.04 -0.04 0.02 0.434
H -3.320 -4.667 4.616 -0.02 0.01 0.03 0.352
H -1.638 -4.253 4.991 -0.01 0.01 0.04 0.366
H -2.302 -5.815 5.491 -0.01 0.01 0.03 0.454
H -3.857 -6.505 2.996 -0.02 -0.02 -0.02 0.346
H -2.768 -7.624 3.804 0.00 -0.01 0.01 0.477
H -2.577 -7.309 2.075 -0.01 -0.04 0.00 0.387
H 0.254 -5.584 3.975 0.04 0.00 -0.03 0.400
H -0.063 -6.783 2.698 0.03 -0.02 0.00 0.427
H -0.526 -7.109 4.361 -0.01 0.00 0.02 0.441
H 1.983 -2.017 1.618 0.00 0.02 -0.01 0.617
H 0.406 -1.210 1.602 0.05 -0.05 0.07 0.534
H 3.869 -0.724 1.907 -0.01 0.00 0.05 0.617
H 3.512 3.528 2.102 0.03 0.01 -0.03 0.527
H 2.053 4.263 -0.760 -0.03 0.03 -0.03 0.233
H 2.926 4.985 0.593 0.02 0.02 -0.03 0.366
H 1.427 5.722 0.031 0.00 0.01 -0.01 0.495
H -0.410 3.421 -0.312 -0.02 0.02 -0.06 0.171
H -0.729 4.881 0.640 0.03 0.01 0.00 0.642
H -0.964 3.285 1.356 -0.08 -0.01 -0.04 0.408
H 2.068 4.708 2.991 -0.01 0.05 0.03 0.303
H 0.464 4.014 3.257 0.01 0.01 0.03 0.405
H 0.632 5.585 2.466 -0.01 0.02 0.00 0.472
H 5.758 3.531 1.919 -0.01 0.04 0.01 0.418
H 6.770 2.917 3.219 0.01 0.01 0.01 0.459
H 5.142 3.461 3.590 -0.01 0.04 -0.02 0.388
H 6.259 1.316 0.669 0.04 -0.02 -0.03 0.380
H 6.030 -0.231 1.508 0.02 -0.02 -0.03 0.339
H 7.264 0.898 2.061 0.02 -0.03 -0.01 0.463
H 4.563 1.196 4.645 0.01 -0.01 0.03 0.375
H 6.279 0.855 4.394 0.01 -0.03 0.01 0.463
H 5.065 -0.294 3.829 0.00 -0.02 0.03 0.350
O -4.247 0.297 -2.928 0.06 -0.04 -0.02 -0.153
C -3.174 -0.026 -2.862 -0.57 -0.17 -0.28 -0.072
C -1.589 2.130 -5.732 -0.11 0.18 0.01 -0.951
C -1.911 3.440 -5.017 0.04 -0.27 -0.01 -0.723
N -1.333 3.471 -3.666 0.47 -0.30 0.05 1.011
C -0.428 4.601 -3.405 -0.01 0.11 -0.16 -0.609
C 0.932 4.421 -4.067 -0.12 0.05 0.06 -1.099
C -2.231 3.240 -2.600 -0.32 0.15 0.08 -0.784
C -3.361 4.210 -2.395 -0.03 0.03 0.08 -1.433
N -2.035 2.237 -1.840 0.23 0.02 0.20 0.255
H -2.179 2.044 -6.645 0.04 -0.06 -0.02 0.477
H -1.822 1.282 -5.085 -0.03 -0.04 -0.03 0.065
H -0.534 2.083 -6.001 0.03 -0.02 0.03 0.195
H -2.997 3.567 -4.981 0.01 0.08 0.01 0.340
H -1.508 4.276 -5.590 -0.08 0.06 0.03 0.528
H -0.293 4.694 -2.325 -0.06 0.04 0.00 0.446
H -0.876 5.536 -3.769 -0.05 0.02 0.11 0.376
H 1.549 3.719 -3.510 0.02 -0.08 -0.02 0.028
H 1.456 5.376 -4.107 0.03 -0.01 0.01 0.474
H 0.826 4.056 -5.088 0.01 0.02 -0.04 0.314
H -2.989 5.234 -2.447 -0.01 0.01 -0.05 0.328
H -3.852 4.062 -1.435 0.00 -0.02 -0.01 0.483
H -4.110 4.090 -3.179 0.02 0.03 -0.02 0.346
H -2.693 2.209 -1.060 -0.14 0.22 -0.12 0.012
```
Forces are in eV/Å.

The calculation puts the HOMO energy (alpha / beta) at -13.39 / -13.40 eV. Its total charge is +2.

=====

ORCA calculation (wB97M-V/def2-TZVPD) on C26H18N8O2S4Ti as an isolated structure.

```
59
Properties=species:S:1:pos:R:3:forces:R:3:nbo_charge:R:1
Ti 0.758 0.126 0.976 0.07 0.76 0.33 1.471
N 0.190 3.644 -1.638 -0.05 0.05 -0.01 -0.535
C -0.034 2.621 -0.812 0.02 -0.01 0.06 0.352
N 0.845 1.692 -0.562 0.04 -0.16 -0.02 -0.635
C 2.115 1.758 -1.152 -0.11 -0.03 -0.13 0.369
N 2.975 0.845 -0.897 -0.03 -0.05 0.05 -0.299
N 2.474 -0.068 0.021 0.19 -0.11 -0.19 -0.461
C 3.224 -1.183 0.173 -0.10 0.00 0.00 -0.078
C 2.738 -2.034 1.137 -0.12 -0.13 -0.12 0.071
C 3.300 -3.297 1.491 0.08 0.05 0.08 -0.192
C 2.764 -4.021 2.498 -0.01 -0.04 0.00 -0.209
C 1.626 -3.505 3.189 0.02 -0.02 0.01 -0.283
C 1.087 -2.329 2.795 -0.03 0.11 -0.03 0.035
N 1.581 -1.573 1.756 -0.15 0.06 -0.13 -0.621
C 2.395 2.846 -2.089 0.06 0.05 0.07 -0.060
C 3.616 2.973 -2.751 0.01 0.01 0.01 -0.166
C 3.835 4.031 -3.608 -0.02 0.01 0.00 -0.219
C 2.836 4.983 -3.814 0.03 -0.01 -0.01 -0.176
C 1.622 4.874 -3.168 -0.02 -0.01 0.02 -0.228
C 1.407 3.803 -2.306 -0.05 0.01 0.01 0.145
H -0.541 4.334 -1.733 0.08 -0.04 -0.03 0.428
H -1.019 2.572 -0.338 -0.01 -0.03 -0.04 0.270
H 4.112 -1.336 -0.421 0.03 0.01 0.03 0.216
H 4.163 -3.642 0.937 0.02 0.00 0.02 0.218
H 3.183 -4.977 2.779 0.01 0.00 0.00 0.217
H 1.184 -4.044 4.014 -0.01 -0.01 0.01 0.221
H 0.216 -1.925 3.294 0.02 -0.04 -0.01 0.199
H 4.379 2.230 -2.567 0.00 -0.01 0.00 0.242
H 4.784 4.128 -4.117 0.01 0.00 0.00 0.222
H 3.012 5.814 -4.483 -0.01 0.00 0.00 0.222
H 0.841 5.609 -3.321 0.00 0.01 0.00 0.219
S 1.332 1.807 2.548 -0.16 -0.08 -0.09 -0.382
S 0.048 3.449 2.193 0.19 -0.09 0.00 -0.060
S -1.907 3.044 2.617 -0.22 -0.15 -0.11 -0.036
S -2.887 2.316 0.956 0.13 0.12 0.12 -0.667
O -5.905 -3.409 -0.701 0.04 -0.01 -0.11 -0.365
N -4.940 -2.970 -1.291 0.03 -0.05 -0.08 0.534
O -4.776 -3.049 -2.496 -0.07 0.03 0.17 -0.383
C -3.908 -2.285 -0.489 -0.02 -0.04 -0.10 0.010
C -4.276 -1.946 0.765 -0.05 0.08 0.14 -0.056
C -3.387 -1.252 1.629 -0.09 0.08 0.05 -0.115
C -3.745 -0.833 2.930 -0.03 -0.05 -0.03 -0.110
C -2.826 -0.179 3.694 0.03 0.05 0.02 -0.181
C -1.550 0.073 3.165 0.06 -0.04 -0.09 0.119
N -1.204 -0.284 1.938 0.02 -0.14 0.14 -0.538
C -2.121 -0.922 1.170 0.08 -0.13 0.05 0.215
C -1.725 -1.303 -0.154 0.04 -0.10 -0.04 0.243
N -0.458 -0.972 -0.501 0.06 0.02 0.00 -0.498
C -0.007 -1.303 -1.696 -0.02 0.02 0.04 0.097
C -0.803 -1.983 -2.618 0.01 -0.01 -0.01 -0.247
C -2.088 -2.328 -2.287 -0.03 -0.03 -0.02 -0.109
C -2.599 -1.988 -1.015 0.06 0.07 0.01 -0.095
H -5.271 -2.192 1.109 0.04 0.00 -0.03 0.249
H -4.739 -1.044 3.304 0.00 0.01 0.00 0.227
H -3.055 0.165 4.692 -0.01 0.00 0.00 0.230
H -0.781 0.557 3.752 -0.03 0.01 0.00 0.249
H 1.017 -1.028 -1.918 -0.03 -0.01 -0.01 0.225
H -0.396 -2.238 -3.586 -0.01 -0.01 0.00 0.235
H -2.709 -2.855 -2.990 0.02 0.00 0.00 0.258
```
Forces are in eV/Å.

The calculation puts the HOMO energy (alpha / beta) at -6.35 / -6.34 eV. Its total charge is 0.

=====

ORCA calculation (wB97M-V/def2-TZVPD) on C45H41Br2N4O5PdTe as an isolated structure.

```
99
Properties=species:S:1:pos:R:3:forces:R:3:lowdin_spin:R:1
Pd -0.642 -1.739 0.396 -0.87 1.80 -1.11 -0.402
C -2.677 -2.625 -2.110 -0.77 0.58 0.06 0.009
O -3.056 -2.907 -0.745 1.05 -0.67 -1.22 0.007
C -3.959 -2.120 -0.113 -1.74 0.13 0.22 0.044
C -5.298 -2.607 -0.137 2.04 -0.79 0.30 0.081
C -6.235 -2.017 0.662 -0.76 0.66 -0.71 0.008
Br -8.003 -2.738 0.603 -0.32 -0.01 0.17 -0.002
C -5.995 -0.784 1.261 -1.30 -0.54 0.13 0.098
C -4.697 -0.296 1.289 -0.81 1.22 0.23 0.019
C -3.599 -1.005 0.679 -0.56 -0.32 -0.21 0.040
O -2.436 -0.560 0.849 0.98 0.82 -0.02 0.020
C -4.547 1.038 1.778 -1.22 -1.90 -1.17 0.257
N -3.426 1.580 2.202 3.72 1.52 1.46 0.074
C -3.528 2.964 2.349 -0.74 -1.01 -1.28 -0.003
C -2.589 3.954 2.560 -0.02 -0.35 0.46 0.093
C -2.958 5.270 2.233 0.93 0.00 0.43 0.025
C -4.176 5.582 1.703 -1.04 0.19 -0.16 0.067
C -5.223 4.605 1.661 -0.54 -0.20 -0.25 0.077
C -4.851 3.291 1.932 -0.20 -0.42 -0.42 -0.007
N -5.484 2.057 1.671 -1.64 0.52 -0.29 0.059
H -2.204 -1.639 -2.182 0.26 -0.18 0.19 0.006
H -3.556 -2.560 -2.804 0.27 -0.38 0.66 0.000
H -1.988 -3.409 -2.445 -0.15 0.25 0.33 0.000
H -5.355 -3.599 -0.607 -0.56 0.56 0.16 0.006
H -6.826 -0.203 1.707 0.56 -0.57 -0.12 0.008
H -2.543 1.006 2.219 -1.05 0.71 -0.24 0.000
H -1.619 3.631 2.900 0.32 0.38 0.00 0.006
H -2.265 6.089 2.430 0.11 -0.30 -0.38 0.000
H -4.254 6.565 1.222 -0.54 -0.25 0.60 0.005
H -6.291 4.822 1.407 1.23 -0.02 -0.10 0.004
H -6.379 1.885 1.136 1.82 0.62 0.95 0.006
Br -2.040 -1.489 3.816 0.29 0.63 -0.17 -0.001
C -1.496 -3.133 3.065 -0.44 -0.46 0.23 0.002
C -1.784 -4.195 3.919 -0.25 -0.82 0.16 -0.002
C -1.589 -5.477 3.394 0.48 -0.46 -0.26 0.009
C -1.058 -5.642 2.093 -1.09 0.86 0.11 -0.003
C -0.772 -4.469 1.352 -0.13 -1.24 0.73 0.007
N -1.001 -3.229 1.827 -0.35 -0.72 1.86 -0.022
C -0.136 -4.538 -0.003 2.09 1.21 -3.35 0.002
O 0.337 -5.584 -0.519 -1.13 0.01 1.57 0.004
O 0.028 -3.401 -0.621 -0.62 -2.83 0.64 -0.027
H -2.237 -4.043 4.945 0.75 -0.09 -1.50 -0.001
H -1.823 -6.361 4.013 0.04 0.52 -0.45 0.001
H -1.082 -6.617 1.577 0.57 0.68 0.43 -0.001
C 2.429 -2.660 -6.580 0.74 -1.30 -0.38 0.000
C 2.282 -1.968 -5.285 -0.01 1.05 1.63 0.000
C 1.974 -0.603 -5.218 -0.23 -0.61 1.99 0.000
C 1.700 -0.030 -3.959 -0.38 -0.03 0.53 0.003
C 1.422 1.449 -3.962 -0.03 0.57 0.30 0.010
C 1.720 -0.750 -2.718 -0.26 0.24 -0.91 0.011
Te 0.511 0.243 -1.100 -1.52 -2.03 -0.41 0.171
N 1.252 -0.733 0.515 2.17 1.13 0.29 0.085
C 1.220 -0.051 1.665 -0.06 -0.02 -0.58 0.007
O 0.290 0.665 2.116 1.08 0.02 -0.14 -0.002
C 2.551 -0.180 2.394 -0.16 -0.18 1.97 0.006
C 2.633 0.525 3.606 -0.04 0.51 -0.16 0.001
C 3.783 0.532 4.387 -0.28 -0.25 0.40 0.000
C 4.864 -0.286 4.056 -0.52 0.52 -0.23 0.000
C 4.760 -1.051 2.922 0.10 -0.63 -1.04 0.000
C 3.631 -1.036 2.107 -0.92 0.40 0.16 0.001
C 1.743 1.989 -0.693 1.19 1.68 0.55 0.077
C 1.181 3.284 -0.542 -1.04 -0.46 -0.50 0.011
C -0.325 3.385 -0.360 -0.56 -0.86 -0.92 0.006
C 1.929 4.470 -0.643 0.19 -1.01 1.27 0.001
C 3.327 4.381 -0.621 0.00 -1.29 -0.11 0.005
C 4.172 5.598 -0.520 0.72 0.19 -1.31 0.001
C 3.900 3.095 -0.675 0.43 0.43 0.34 0.002
C 3.140 1.940 -0.746 -0.72 0.29 0.13 0.010
C 3.857 0.658 -0.866 1.06 -1.04 0.16 0.001
C 2.205 -2.071 -2.784 0.31 0.88 0.20 0.003
C 2.595 -2.969 -1.645 0.34 -0.19 1.44 0.001
C 2.461 -2.603 -4.052 -0.09 -0.63 -1.13 0.000
H 3.311 -2.272 -7.108 -0.14 -0.10 -0.04 0.000
H 1.553 -2.422 -7.193 0.13 -0.50 -0.08 0.000
H 2.604 -3.785 -6.437 -0.55 1.55 -0.34 0.000
H 1.865 0.049 -6.055 0.04 0.11 -0.75 0.000
H 1.494 1.804 -4.977 0.04 0.33 -0.39 0.001
H 2.156 1.989 -3.354 0.08 -0.08 -0.14 0.000
H 0.458 1.801 -3.566 0.04 -0.52 -0.09 0.006
H 1.737 1.080 3.920 0.51 -0.16 -0.25 0.000
H 3.751 1.110 5.305 0.25 -0.03 -0.01 0.000
H 5.776 -0.379 4.611 0.22 0.31 0.54 0.000
H 5.602 -1.680 2.630 -0.22 -0.07 0.11 0.000
H 3.489 -1.747 1.313 0.28 0.00 -0.45 0.000
H -0.823 3.328 -1.374 0.31 -0.15 1.00 0.002
H -0.682 4.289 0.088 0.17 0.88 0.22 0.000
H -0.746 2.600 0.303 0.41 0.11 -0.57 0.001
H 1.402 5.406 -0.422 0.33 -0.15 -0.40 0.000
H 4.322 5.950 0.490 -0.13 0.16 0.33 0.000
H 3.674 6.357 -1.139 0.36 0.23 0.38 0.000
H 5.180 5.407 -0.964 -0.67 0.19 0.34 0.000
H 4.983 2.861 -0.564 -0.61 0.94 -0.26 0.000
H 4.821 0.685 -0.294 -0.56 0.07 -0.73 0.000
H 4.025 0.445 -1.946 0.16 -0.13 0.71 0.000
H 3.286 -0.156 -0.403 0.03 0.06 -0.37 0.000
H 2.179 -3.949 -1.957 0.51 0.28 0.86 0.000
H 2.180 -2.676 -0.619 0.45 -0.34 -1.73 0.001
H 3.743 -3.020 -1.534 -1.57 0.06 -0.43 0.000
H 2.769 -3.651 -4.122 -0.05 0.20 0.30 0.000
```
Forces are in eV/Å.

The spin multiplicity is 2. The calculation puts the HOMO energy (alpha / beta) at 0.49 / -0.69 eV. Its total charge is -2.

=====

| no. | strongest force on any atom (eV/A) |
| --- | --- |
| 1 | 0.53 |
| 2 | 0.66 |
| 3 | 0.83 |
| 4 | 4.28 |